(1)
The following is a quantum chemistry calculation of one molecule with the formula C13H23N3O2S, from the Open Molecules 2025 dataset.

Cartesian coordinates (Å):
C: 3.0326 4.5314 2.2969
C: 3.3146 3.2471 1.5267
C: 2.4456 2.0933 2.0247
C: 2.7717 0.7628 1.3439
N: 2.4229 0.7617 -0.0593
C: 1.4188 0.0172 -0.5608
O: 0.7481 -0.7409 0.1075
C: 1.2194 0.1906 -2.0641
C: -0.0896 -0.4561 -2.5071
S: -1.5437 0.3354 -1.7716
C: -2.0880 -1.2062 -1.0239
N: -3.1063 -1.3887 -0.3232
C: -3.9664 -0.3139 0.0647
C: -3.7935 -0.0226 1.5529
N: -1.2292 -2.2185 -1.3628
C: -1.4370 -3.5524 -0.8327
C: -2.5403 -4.2802 -1.5881
C: -0.1228 -1.9189 -2.0901
O: 0.7286 -2.7121 -2.4149
H: 3.6546 5.3437 1.9284
H: 1.9897 4.8200 2.1869
H: 3.2393 4.3939 3.3558
H: 4.3684 2.9806 1.6404
H: 3.1260 3.4227 0.4651
H: 2.5959 1.9714 3.0989
H: 1.3925 2.3281 1.8584
H: 3.8387 0.5395 1.4486
H: 2.1930 -0.0426 1.8013
H: 2.9353 1.3806 -0.6660
H: 2.0424 -0.3160 -2.5762
H: 1.2289 1.2487 -2.3320
H: -0.1814 -0.3915 -3.5956
H: -4.9941 -0.6342 -0.1320
H: -3.7558 0.5944 -0.5225
H: -4.4740 0.7671 1.8599
H: -4.0007 -0.9185 2.1320
H: -2.7714 0.2906 1.7515
H: -1.6997 -3.4534 0.2222
H: -0.4834 -4.0750 -0.9353
H: -2.2848 -4.3691 -2.6416
H: -2.6699 -5.2765 -1.1754
H: -3.4747 -3.7338 -1.4918

Its SMILES is CCCCNC(=O)C[C@@H]1S/C(=N\CC)N(CC)C1=O. Its LUMO energy is 0.48 eV. The value obtained for the HOMO energy is -8.77 eV. Its relative energy (zero: lowest compared OMol25 entry of this formula, charge and spin) is 0.3 kcal per mole.

(2)
The following is a quantum chemistry calculation of C13H23N4O2Re as an isolated structure, from the Open Molecules 2025 dataset.

Cartesian coordinates (Å):
Re: 0.0306 0.6470 1.2006
N: 1.9854 1.2671 1.9553
C: 2.2782 0.8134 3.3634
C: 1.3193 -0.2869 3.7853
N: -0.0836 0.0834 3.4432
C: -0.5626 1.2454 4.2527
C: -1.6146 1.9972 3.4668
N: -1.0240 2.3406 2.1347
C: -1.0197 -1.0754 3.6249
C: -1.3476 -1.7246 2.2963
N: -1.7133 -0.6376 1.3305
H: 2.6524 0.8149 1.3295
H: 2.2015 2.2596 1.8788
H: 2.2065 1.6824 4.0121
H: 3.3050 0.4578 3.4309
H: 1.4238 -0.4787 4.8567
H: 1.5492 -1.2164 3.2598
H: 0.2737 1.9107 4.4595
H: -0.9469 0.9107 5.2179
H: -1.9302 2.8981 3.9923
H: -2.5046 1.3917 3.2968
H: -0.4069 3.1428 2.2556
H: -1.7605 2.6764 1.5151
H: -1.9384 -0.7015 4.0781
H: -0.5989 -1.8021 4.3209
H: -2.1644 -2.4378 2.4082
H: -0.4913 -2.2549 1.8777
H: -2.6133 -0.2334 1.5858
H: -1.8611 -1.0520 0.4096
O: -0.3716 -0.4607 -5.5388
C: -0.2313 -0.4173 -6.6566
O: 0.3338 0.6638 -0.4387
C: -0.0843 -0.3968 -8.0286
C: 0.8273 0.5117 -8.6142
C: 0.9497 0.5041 -9.9825
C: 0.1866 -0.3820 -10.7450
C: -0.7110 -1.2754 -10.1593
C: -0.8617 -1.2980 -8.7936
H: 1.4063 1.1875 -8.0001
H: 1.6364 1.1840 -10.4663
H: 0.2946 -0.3758 -11.8221
H: -1.2880 -1.9498 -10.7761
H: -1.5500 -1.9804 -8.3138

As for the charge: +3. The spin multiplicity is 2. Its LUMO energy (alpha / beta) is -8.94 / -9.67 eV. The value obtained for the HOMO energy (alpha / beta) is -17.46 / -17.46 eV. Its relative energy (zero: lowest compared OMol25 entry of this formula, charge and spin) is 0.0 kcal per mole.

(3)
The following is a quantum chemistry calculation of one molecule with the formula C13H23NO3, from the Open Molecules 2025 dataset.

Cartesian coordinates (Å):
C: -3.7162 -1.3186 -0.4209
C: -4.2266 0.1096 -0.5690
C: -3.1365 1.1729 -0.4190
C: -2.5220 1.2404 0.9866
C: -1.1828 0.5100 1.1144
C: -0.0375 1.2907 0.4732
C: 1.2690 0.4843 0.4420
C: 2.4293 1.3651 0.0685
N: 2.8743 2.2198 0.8845
O: 3.9435 3.0003 0.4242
C: 2.9082 1.0611 -1.3175
C: 1.8621 0.1084 -1.8922
C: 1.2716 -0.5912 -0.6646
C: 2.1358 -1.7597 -0.2352
O: 3.2059 -2.0549 -0.6953
O: 1.5440 -2.4436 0.7545
C: 2.2714 -3.5476 1.2748
H: -4.5205 -2.0263 -0.6111
H: -2.9169 -1.5146 -1.1330
H: -3.3410 -1.4967 0.5834
H: -4.6805 0.2197 -1.5573
H: -5.0085 0.2914 0.1720
H: -3.5807 2.1405 -0.6624
H: -2.3553 0.9821 -1.1568
H: -2.3664 2.2842 1.2677
H: -3.2301 0.8179 1.7021
H: -1.2592 -0.4773 0.6596
H: -0.9536 0.3651 2.1727
H: 0.1413 2.2023 1.0461
H: -0.3026 1.5850 -0.5433
H: 1.4204 0.0475 1.4324
H: 4.1469 3.5778 1.1722
H: 3.8830 0.5730 -1.2449
H: 3.0402 1.9749 -1.8977
H: 1.0820 0.6644 -2.4136
H: 2.3006 -0.6095 -2.5833
H: 0.2654 -0.9760 -0.8409
H: 3.2145 -3.2093 1.7086
H: 2.4881 -4.2661 0.4817
H: 1.6396 -3.9967 2.0365

Its SMILES is CCCCCC[C@@H]1/C(=N/O)CC[C@H]1C(=O)OC. Its LUMO energy is 0.82 eV. The value obtained for the HOMO energy is -9.41 eV. Its relative energy (zero: lowest compared OMol25 entry of this formula, charge and spin) is 48.8 kcal per mole.

(4)
The following is a quantum chemistry calculation of C13H24AuCl3N3O3Ta as an isolated structure, from the Open Molecules 2025 dataset.

Cartesian coordinates (Å):
N: -1.3682 0.0638 1.6143
C: -3.5586 -0.0165 4.5895
O: -4.3566 -0.1357 5.4071
Au: -2.4948 0.0230 3.1653
Ta: -0.1534 -0.1102 0.2762
N: 0.8239 1.6297 0.0636
N: -0.8917 -0.7142 -1.5148
C: 0.6664 2.8152 0.9202
C: -1.3468 -2.0522 -1.9076
C: -0.8111 3.2063 0.9462
C: 1.4776 4.0080 0.4149
C: 1.1401 2.4680 2.3338
C: -2.4118 -1.9753 -2.9996
C: -0.1658 -2.8707 -2.4394
C: -1.9062 -2.7821 -0.6822
H: -1.1426 3.4740 -0.0657
H: -0.9440 4.0783 1.6023
H: -1.4492 2.3951 1.3178
H: 2.5534 3.8219 0.4793
H: 1.2560 4.8759 1.0464
H: 1.2073 4.2531 -0.6169
H: 0.5559 1.6454 2.7664
H: 1.0376 3.3490 2.9803
H: 2.1962 2.1670 2.3189
H: -3.2276 -1.3130 -2.6984
H: -2.8195 -2.9794 -3.1659
H: -1.9797 -1.6320 -3.9476
H: 0.3347 -2.3378 -3.2553
H: -0.5409 -3.8290 -2.8231
H: 0.5593 -3.0779 -1.6397
H: -1.1030 -3.1246 -0.0114
H: -2.4544 -3.6696 -1.0239
H: -2.6020 -2.1422 -0.1210
C: -0.8012 0.2778 -2.5814
H: -0.3682 1.2098 -2.1998
H: -0.1770 -0.0732 -3.4189
H: -1.7939 0.5234 -2.9929
C: 2.1237 1.4894 -0.6099
H: 2.9671 1.7779 0.0387
H: 2.3065 0.4484 -0.9209
H: 2.1678 2.1078 -1.5214
Cl: 3.4899 -4.0151 2.5330
C: 3.0263 -2.4736 1.8556
Cl: 2.8962 -1.2135 3.1211
Cl: 4.1479 -1.9253 0.5702
C: 1.6503 -2.5962 1.1334
O: 1.1384 -3.6513 0.8186
O: 1.1462 -1.3973 0.8447

As for the charge: +2. Its LUMO energy (alpha / beta) is -11.91 / -11.91 eV. The value obtained for the HOMO energy (alpha / beta) is -15.92 / -15.93 eV. Its relative energy (zero: lowest compared OMol25 entry of this formula, charge and spin) is 0.0 kcal per mole.

(5)
The following is a quantum chemistry calculation of an isolated ion of composition C13H24BClFO4S and charge -1, from the Open Molecules 2025 dataset.

Cartesian coordinates (Å):
C: 4.7423 -0.9558 1.8086
C: 4.5984 -1.2399 0.3013
C: 3.6932 -0.2232 -0.3812
O: 2.4018 -0.3263 0.1281
B: 1.3398 0.4800 -0.4802
C: 1.8305 1.9426 -1.0536
C: 2.1050 2.8859 0.0460
O: 2.7920 2.7636 1.0136
F: 1.4894 4.0937 -0.1431
O: 0.6122 -0.2671 -1.5271
C: -0.5179 -0.8366 -0.9091
C: -1.4659 -1.2731 -2.0171
S: -3.1430 -1.8189 -1.5477
C: -3.0535 -2.3752 0.1732
C: -4.1559 -3.4159 0.4109
C: -0.9468 0.2603 0.0717
C: -1.7418 1.4043 -0.6072
C: -2.9664 1.7929 0.2021
C: -2.5987 2.4019 1.5431
Cl: -3.9071 3.0407 -0.7265
O: 0.2801 0.6999 0.5918
H: 5.7855 -0.7854 2.0777
H: 4.3366 -1.7604 2.4190
H: 4.1857 -0.0515 2.0565
H: 5.5752 -1.1786 -0.1888
H: 4.2007 -2.2414 0.1303
H: 3.7376 -0.3781 -1.4720
H: 4.1234 0.7728 -0.1867
H: 1.0507 2.3503 -1.6968
H: 2.7393 1.9204 -1.6652
H: -0.1828 -1.7223 -0.3499
H: -1.0028 -2.0933 -2.5631
H: -1.5889 -0.4376 -2.7040
H: -3.1913 -1.5381 0.8533
H: -2.0787 -2.8200 0.3551
H: -4.9942 -3.2816 -0.2722
H: -3.7721 -4.4291 0.3014
H: -4.5390 -3.3200 1.4289
H: -1.5360 -0.1163 0.9131
H: -2.0134 1.1669 -1.6328
H: -1.0906 2.2804 -0.6434
H: -3.6446 0.9484 0.3152
H: -3.4814 2.5574 2.1643
H: -2.1087 3.3617 1.3835
H: -1.8978 1.7619 2.0793

As for the charge: -1. Its LUMO energy is 2.74 eV. The value obtained for the HOMO energy is -5.53 eV.

(6)
The following is a quantum chemistry calculation of C13H24BF4N2OReSi as an isolated structure, from the Open Molecules 2025 dataset.

Cartesian coordinates (Å):
Re: -0.7138 0.7238 0.9862
C: 3.3198 0.2554 1.9390
C: 2.8051 0.0708 0.5471
C: 3.6205 -0.3387 -0.5020
C: 3.0786 -0.5046 -1.7676
C: 1.7351 -0.2406 -2.0017
C: 0.9912 0.1835 -0.9196
N: 1.5120 0.2996 0.3181
N: -0.3471 0.5433 -0.8676
Si: -1.4176 0.9731 -2.2517
C: -2.8649 1.8748 -1.4838
C: -0.4202 2.0764 -3.3940
C: -1.9608 -0.6300 -3.0509
H: 4.2552 0.8131 1.9322
H: 3.5224 -0.7131 2.4006
H: 2.5947 0.7912 2.5481
H: 4.6694 -0.5222 -0.3180
H: 3.7085 -0.8353 -2.5829
H: 1.2923 -0.3572 -2.9802
H: -2.5620 2.6404 -0.7656
H: -3.5666 1.1944 -0.9958
H: -3.4147 2.3875 -2.2776
H: 0.3084 2.6715 -2.8406
H: -1.0917 2.7702 -3.9045
H: 0.1125 1.5160 -4.1636
H: -2.3997 -1.3002 -2.3081
H: -1.1373 -1.1566 -3.5371
H: -2.7222 -0.4411 -3.8112
C: -2.4801 -2.4614 2.7331
C: -1.0723 -2.1687 2.2572
C: -0.0954 -1.9519 3.3961
C: -0.5745 -3.1782 1.2401
O: -1.1447 -0.8828 1.5218
H: -2.4902 -3.4299 3.2332
H: -3.1725 -2.5014 1.8932
H: -2.8191 -1.7057 3.4414
H: -0.0860 -2.8398 4.0290
H: -0.3977 -1.1049 4.0124
H: 0.9139 -1.7830 3.0197
H: -0.5061 -4.1594 1.7106
H: 0.4155 -2.9015 0.8750
H: -1.2621 -3.2497 0.3976
F: -0.6726 2.5251 1.4905
B: 0.6335 4.2707 0.2063
F: 1.1603 3.1971 -0.3720
F: 1.1836 4.7629 1.2921
F: -0.4406 4.8172 -0.3245

As for the charge: +1. The spin multiplicity is 2. Its LUMO energy (alpha / beta) is -4.41 / -4.25 eV. The value obtained for the HOMO energy (alpha / beta) is -12.05 / -12.15 eV. Its relative energy (zero: lowest compared OMol25 entry of this formula, charge and spin) is 26.1 kcal per mole.

(7)
The following is a quantum chemistry calculation of C13H24CaF12O12P2 as an isolated structure, from the Open Molecules 2025 dataset.

Cartesian coordinates (Å):
Ca: -0.7352 -0.5968 1.0050
P: 0.0100 -0.0260 4.0229
F: 0.6132 -1.0342 2.8303
F: 0.2278 1.1852 2.9439
F: -1.4517 -0.2671 3.2602
F: -0.7160 0.8841 5.0906
F: -0.2482 -1.3140 4.9077
F: 1.4620 0.1902 4.6019
P: -3.1823 -2.7794 1.1765
F: -3.0600 -1.0855 1.0699
F: -2.1276 -2.8748 -0.0759
F: -1.7891 -2.6418 2.0288
F: -3.2592 -4.3524 1.2483
F: -4.1150 -2.5545 2.4247
F: -4.4305 -2.7529 0.1797
C: 4.1245 -2.6662 -3.0238
C: 3.2111 -3.3760 -2.0437
C: 3.8218 -3.5308 -0.6611
O: 2.7047 -3.3646 0.2062
C: 1.7908 -2.6198 -0.4242
O: 0.9315 -1.9891 0.0925
O: 2.0969 -2.5165 -1.7437
H: 3.6459 -2.5445 -3.9964
H: 5.0142 -3.2835 -3.1554
H: 4.3683 -1.6590 -2.6869
H: 2.8925 -4.3069 -2.5133
H: 4.6211 -2.8168 -0.4263
H: 4.3325 -4.4722 -0.4496
C: 1.1593 2.6720 -1.6775
O: 2.2396 2.3981 -0.7992
C: 2.0506 1.4587 0.1183
O: 1.1194 0.6836 0.1423
O: 3.0520 1.4924 0.9649
C: 3.2927 0.3222 1.7532
H: 0.2689 2.9094 -1.0957
H: 0.9547 1.8620 -2.3723
H: 1.3919 3.5685 -2.2474
H: 2.3839 -0.0210 2.2318
H: 4.0434 0.6024 2.4840
H: 3.7191 -0.4737 1.1370
C: -0.0082 -0.9639 -3.4466
O: -1.3609 -0.5379 -3.4426
C: -1.8907 -0.2456 -2.2598
O: -1.2968 -0.4295 -1.2172
O: -3.0786 0.2727 -2.4653
C: -3.9740 0.4638 -1.3701
H: 0.0925 -1.9829 -3.0822
H: 0.6145 -0.3157 -2.8307
H: 0.3339 -0.9159 -4.4772
H: -4.3667 -0.4790 -1.0022
H: -4.7721 1.1262 -1.6812
H: -3.4346 0.8998 -0.5329
C: -2.3971 4.4948 -0.9095
O: -2.0158 3.1525 -0.5681
C: -1.8751 2.7937 0.7051
O: -1.6689 1.6452 1.0055
O: -2.0707 3.7962 1.5515
C: -1.5332 3.6265 2.8800
H: -1.8447 5.2279 -0.3311
H: -3.4679 4.5879 -0.7332
H: -2.1979 4.6337 -1.9672
H: -1.9886 4.4206 3.4652
H: -0.4531 3.7660 2.8875
H: -1.7746 2.6543 3.2940

Its LUMO energy is 0.08 eV. The value obtained for the HOMO energy is -11.43 eV. Its relative energy (zero: lowest compared OMol25 entry of this formula, charge and spin) is 0.0 kcal per mole.

(8)
The following is a quantum chemistry calculation of C13H24CoN7O4 as an isolated structure, from the Open Molecules 2025 dataset.

Cartesian coordinates (Å):
Co: -0.3254 -0.3035 0.0430
C: 0.1049 -2.7076 4.7460
O: -0.7107 -1.8640 3.8350
C: -0.1521 -1.4795 2.6823
O: -0.8736 -0.7425 1.9401
N: 1.1332 -1.7870 2.3663
N: 1.5254 -1.3103 1.0605
H: -0.5644 -3.0142 5.5484
H: 0.9523 -2.1097 5.1330
H: 0.4671 -3.6163 4.2215
H: 1.7432 -2.4488 2.8690
H: 1.9372 -2.0636 0.5017
H: 2.2393 -0.5843 1.1969
N: -3.0245 1.2579 1.8770
C: -3.9661 0.6576 0.9732
C: -3.3687 -0.4499 -0.0960
O: -4.2537 -1.1945 -0.5531
O: -2.0865 -0.4216 -0.4727
H: -2.6218 0.7051 2.6246
H: -2.5726 2.1620 1.7350
H: -4.4715 1.4589 0.3803
H: -4.7374 0.1895 1.6163
C: 1.2227 -3.7233 -3.8691
N: 0.8751 -2.4590 -3.2097
C: 0.9185 -1.1974 -3.8579
C: 0.5947 -0.3207 -2.8767
N: 0.3553 -1.0048 -1.6556
C: 0.4689 -2.2837 -1.9088
H: 1.3781 -3.5107 -4.9363
H: 0.4055 -4.4474 -3.7556
H: 2.1418 -4.1578 -3.4338
H: 1.1487 -1.0596 -4.8898
H: 0.4904 0.7461 -2.9173
H: 0.2596 -3.1232 -1.2438
C: 3.1339 3.8689 0.3102
C: 1.8482 3.1975 0.0094
C: 0.8270 3.6352 -0.8408
C: -0.1871 2.6452 -0.7382
N: 0.1815 1.6613 0.1217
N: 1.4665 2.0000 0.5488
C: -1.4887 2.6845 -1.4329
H: 3.2378 4.7280 -0.3768
H: 3.9833 3.1727 0.1438
H: 3.1908 4.2685 1.3663
H: 0.7930 4.5383 -1.4239
H: 1.8680 1.6696 1.4472
H: -1.3718 3.2393 -2.3756
H: -2.2551 3.2141 -0.8138
H: -1.8599 1.6845 -1.6194

As for the charge: +2. The spin multiplicity is 5. Its LUMO energy (alpha / beta) is -5.32 / -9.18 eV. The value obtained for the HOMO energy (alpha / beta) is -15.06 / -15.05 eV. Its relative energy (zero: lowest compared OMol25 entry of this formula, charge and spin) is 0.0 kcal per mole.

Number 1: maximum force 0.9 eV Å⁻¹. Number 2: maximum force 0.4 eV Å⁻¹. Number 3: maximum force 0.9 eV Å⁻¹. Number 4: maximum force 8.4 eV Å⁻¹. Number 5: maximum force 0.9 eV Å⁻¹. Number 6: maximum force 2.7 eV Å⁻¹. Number 7: maximum force 1.7 eV Å⁻¹. Number 8: maximum force 5.6 eV Å⁻¹.